[1]
Formula: C66H169N11O21
Source: OMol25
Level of theory: ωB97M-V/def2-TZVPD

Geometry as XYZ:
```
267
C66H169N11O21 | OMol25 | ωB97M-V/def2-TZVPD
H -16.4447 -20.6532 26.9334
C -10.0454 -31.3410 27.5929
H -11.0504 -31.7590 27.5371
H -12.9974 -29.2082 13.2756
H 1.9714 -31.3950 33.1027
O -7.8896 -30.6594 22.1167
H 1.6807 -26.2102 24.2103
N 1.0420 -17.8006 21.5448
C -12.5650 -28.5093 13.9917
H 7.8578 -26.4195 24.1629
H 0.1754 -17.9928 23.5204
H -8.4181 -28.1729 23.2053
H -14.2226 -26.5288 16.0330
C -6.0194 -17.4173 11.1047
O -8.6893 -28.9732 15.1493
C -3.7575 -24.6539 19.6760
H 0.3216 -22.5378 28.5313
H -3.3429 -24.7469 18.6723
C -9.2917 -30.0886 14.5025
H -9.6503 -20.8933 17.1315
O -9.7025 -30.6104 26.4006
H -4.3798 -22.6129 19.5628
H 0.8772 -15.7899 23.1933
C 1.5600 -16.4695 23.7031
H -9.0666 -19.2247 17.2885
N -11.6116 -18.4446 23.3048
C -9.1077 -17.8111 23.5539
C -7.8103 -25.1933 31.8666
H -4.7968 -24.9733 19.5986
N -17.4540 -19.9888 23.6708
H -10.8422 -20.6426 22.0073
H -4.1912 -21.8688 21.8562
H -7.4375 -31.6238 20.4119
H -17.1413 -21.8130 25.9772
H -9.4418 -30.3783 23.8044
H 2.4865 -14.6700 25.1952
H -14.8631 -22.9744 26.1191
H -3.4420 -23.5039 22.2561
H -10.5976 -28.0571 14.3544
H -2.5124 -32.5713 27.4753
C -0.1238 -26.0156 30.6335
C 7.4596 -27.3656 23.7963
H 2.0310 -26.5333 29.1093
H -4.1762 -17.3844 14.4992
H 0.1478 -21.3480 13.3148
H -18.4596 -20.1653 21.3305
H -10.8693 -28.0055 24.6321
H -14.1357 -27.1822 13.6305
H 1.5714 -31.2694 28.8733
O 0.7557 -31.0542 31.4133
C -6.9269 -31.1322 21.2399
H -13.3160 -21.5350 14.0532
C -0.4603 -31.9595 27.3828
C -0.3629 -24.5710 30.1064
H -8.9565 -31.0140 14.9710
H -7.9761 -27.2599 31.5369
H -11.7742 -20.4313 20.5222
H 0.6160 -33.0558 31.2291
C -7.2429 -26.5948 31.9931
H -6.8096 -29.7343 15.0116
H -5.2251 -24.7361 23.5591
H -6.9765 -17.0962 11.5158
C -18.5710 -21.1367 21.8122
C -10.7390 -29.6771 26.0937
O 1.2091 -16.2839 25.0840
H -9.9131 -27.9413 22.3804
H -1.6334 -23.2471 20.3865
H -10.0114 -30.6944 28.4698
C -1.3350 -19.0939 14.3112
C -3.7437 -17.6131 11.9002
H -0.6616 -26.1183 31.5760
H 1.5335 -27.8276 23.6441
O -6.8235 -24.2479 32.2380
N -9.9504 -29.5109 23.7100
H -8.3368 -29.0910 20.8665
H -6.9391 -28.1162 15.5025
H 1.0950 -20.2913 14.4515
C -7.3649 -28.8229 14.7901
H -10.9631 -28.9725 26.8946
C -10.1939 -28.7922 24.9683
C -8.8105 -29.6877 21.6460
H -10.0581 -19.7492 23.9233
H -9.6770 -30.1963 21.2234
C -2.8238 -16.9077 12.9390
H -4.2996 -22.6460 11.6295
C 1.4996 -14.9666 25.5505
H -6.7860 -23.9873 23.2050
H 6.7020 -26.2473 29.2949
C -10.8083 -30.0576 14.4884
H -6.7476 -22.2433 12.1631
H 4.1626 -25.4516 24.3944
H 5.1341 -25.6342 22.0503
H -8.3669 -17.8440 24.3528
C -10.3508 -18.7005 23.9758
H -14.1078 -20.3852 13.3034
H -13.9600 -22.5042 22.7787
H 2.3843 -24.9635 29.9471
N 1.2735 -26.3241 31.0704
C -3.3930 -29.9752 27.2752
H -18.5428 -21.7654 23.8834
H -1.3648 -19.0680 13.2219
C -7.4809 -17.3789 21.9327
N -0.3099 -32.1164 28.8304
N -3.1895 -17.3682 14.2842
H -6.9831 -24.7580 13.3411
H -0.1638 -32.9228 26.9677
H 0.2548 -31.1956 27.0774
O -6.6767 -23.1564 10.3737
H -3.5518 -17.2322 10.8971
N -11.1257 -28.7980 13.9160
H -1.3749 -24.2222 30.3122
H -9.4130 -16.7655 23.5142
O -8.5593 -18.1492 22.2577
H 0.3217 -23.8122 30.4854
C -7.3069 -24.3391 12.3883
H 1.9093 -19.1191 24.4958
H -6.3913 -31.8503 21.8608
O -12.7155 -26.0734 14.6951
C 4.4637 -26.3994 23.9482
C -11.3321 -20.2268 15.0896
H -0.8110 -31.4481 29.3981
H -2.0650 -31.7906 25.9770
O 9.3675 -27.3686 22.3620
H -12.6529 -22.8129 21.6664
H -10.5929 -18.4773 25.0148
H 10.3875 -28.8957 21.3495
H -13.8905 -20.1119 16.1597
H 11.2757 -28.0391 22.6270
C -5.7065 -23.8434 23.1598
H -11.6702 -30.1754 25.8241
N -2.3282 -22.6346 19.9839
O -5.0994 -17.4363 12.2108
H -7.4129 -24.7156 29.8042
H -4.7124 -23.7618 12.9761
H -12.3813 -18.7319 13.8284
H -13.4475 -22.0456 25.6680
C -0.3169 -23.2940 28.0745
H 2.4029 -27.4865 25.1478
H 1.4178 -14.9935 26.6370
H -12.2382 -19.0815 23.7758
H -16.6256 -20.4771 23.3619
H 3.0637 -18.9075 23.1610
H -13.2858 -18.4170 16.0654
C 0.2354 -20.9497 14.3256
H -12.4083 -22.4844 23.3663
C -19.6541 -23.2069 21.4829
H -12.6486 -27.1640 16.5617
C -11.7938 -20.2967 21.6036
H -18.4375 -19.7048 25.4394
H -11.1648 -30.8272 13.8036
H -3.2869 -25.3164 20.4025
H -8.8435 -25.7793 29.9571
C -4.9366 -23.4704 11.9499
H 5.9980 -26.1841 30.9406
C 2.2338 -27.1457 24.1264
H -14.5742 -18.8988 15.0307
C -17.4060 -19.8173 25.1057
H -7.1611 -28.4900 13.7724
C 8.6831 -28.1670 23.3190
H 1.5162 -33.0734 28.7978
H -9.2304 -28.3276 25.1776
H 7.2512 -26.7613 21.9647
C -13.6655 -19.2707 15.5040
O -19.7009 -21.8323 21.2269
H -17.6952 -21.6487 21.4135
H 0.5866 -18.6741 21.3222
H 3.8634 -26.2297 31.4279
H 11.0047 -27.2141 21.1538
H -3.5041 -28.9551 27.6429
H -11.6394 -21.2006 15.4710
H -3.4952 -19.3680 14.1300
H -5.5229 -23.0132 23.8419
O 3.3567 -27.0176 23.2906
C 2.2601 -26.0411 30.0545
C -14.4165 -21.9810 26.1629
H -4.2596 -30.4812 27.7008
H -6.2508 -30.3481 20.8990
H 0.8351 -29.9876 33.1441
H -3.3950 -18.6446 11.8491
H 0.3890 -17.1060 21.2113
C -13.0533 -27.0726 13.6974
O -10.7512 -19.3723 16.0941
H 3.4974 -27.6799 30.6023
H -11.1356 -30.2255 15.5144
O -5.4458 -23.4442 21.8348
H 6.9345 -27.8865 24.5970
H -13.1823 -25.4076 16.6375
C 1.1302 -17.8061 23.0288
H -3.4982 -29.9149 26.1920
C -16.5616 -20.8954 25.8771
C 5.5929 -25.9841 22.9751
C 1.0712 -32.1731 29.2214
H -10.6299 -20.3760 14.2694
H -6.6462 -17.5672 22.6078
C -9.2512 -28.7186 22.7622
C -8.2623 -24.9881 30.4306
H -14.4552 -21.5612 27.1680
H -8.3463 -24.0203 12.4658
H -0.6570 -18.3340 14.6997
H 4.8654 -27.0298 24.7415
H 0.2741 -31.5838 33.3686
H -16.8368 -18.9218 25.3548
H -12.7294 -26.7711 12.7012
H 8.2279 -29.0495 22.8697
O 4.6258 -26.3740 29.4241
H -12.5242 -18.2467 21.4966
H -3.0241 -15.8370 12.8993
H -6.1166 -18.3649 10.5748
O -0.2749 -24.5404 28.7057
N -13.1716 -20.6679 13.5559
C -3.6738 -23.1802 20.1693
O -0.9880 -20.3868 14.7946
C -2.8452 -18.7111 14.7079
H 6.1210 -25.0880 23.3012
C 3.6338 -26.6118 30.4332
C 10.5389 -27.9298 21.8313
C 2.0088 -19.0090 23.4159
H -0.5059 -26.7181 29.8929
H -8.6784 -25.1572 32.5248
H -4.6966 -24.3656 11.3762
H -18.6548 -23.4922 21.1538
H -7.5858 -22.8630 10.2786
C -4.1324 -22.9343 21.6339
C -9.5308 -19.9424 16.6121
H -8.9420 -30.1726 13.4736
H -1.7559 -17.0118 12.7469
H -12.9653 -28.8562 14.9443
C -11.6670 -18.7958 21.8861
O -2.2100 -30.5099 27.7082
C -18.5969 -20.8398 23.3104
C -1.9359 -31.7455 27.0584
H -7.2168 -25.1860 11.7080
H 1.3036 -27.3169 31.2536
C 5.9117 -26.6213 29.9459
H 2.5674 -16.1254 23.4687
C -6.4072 -23.2034 11.7754
C 1.1928 -32.2382 30.7968
H 1.8373 -19.9841 22.9600
H -7.1988 -26.9912 33.0075
H -2.1634 -22.5495 18.9910
H -19.4844 -20.3059 23.6500
N 6.5717 -27.0506 22.6537
C 1.0002 -31.0071 32.7956
H -0.0142 -23.3587 27.0294
H -7.2148 -17.7831 20.9560
H -19.7782 -23.3412 22.5574
C -12.9661 -22.1658 22.4857
O -15.2337 -21.1030 25.3288
H 0.7702 -14.2064 25.2711
H -7.6941 -16.3118 21.8688
O -12.9968 -20.7900 22.2106
H -8.8051 -20.0969 15.8137
H -6.3233 -26.7176 31.4210
H -5.7073 -16.8169 10.2503
H -7.1155 -23.3736 31.9697
H -1.2944 -22.8411 28.2401
H -20.3510 -23.7995 20.8903
H 6.0931 -27.6951 29.9906
H -2.9174 -18.8700 15.7838
H -9.3579 -32.1813 27.6893
H 0.4383 -21.8431 14.9161
H -10.6981 -18.5287 21.4643
C -12.6313 -19.6285 14.3956
H 2.2375 -32.4591 31.0158
H 9.3974 -28.3949 24.1102
C -13.1506 -26.3341 16.0643
H -8.9183 -24.1190 30.3821
```

Its energy is -130552.5955 eV. The calculation puts the relative energy (zero: lowest compared OMol25 entry of this formula, charge and spin) at 4.202 eV. Its gap between HOMO and LUMO is 0.311 Ha. For the LUMO energy, the calculation gives 0.00332 Eh. The molar mass comes out at 1453.1 g mol⁻¹. For the highest occupied orbital energy, the calculation gives -8.4 eV.



[2]
Formula: C17H26F6NOPV
Source: OMol25
Level of theory: ωB97M-V/def2-TZVPD

Geometry as XYZ:
```
53
C17H26F6NOPV | OMol25 | ωB97M-V/def2-TZVPD
C -0.4357 3.7060 -0.3875
P -1.4460 -0.9778 -1.9277
H -1.6514 -1.9604 2.1257
H 1.9273 -3.1867 1.3372
C -0.5332 1.2512 2.3490
C -0.8323 3.9163 -1.7151
N -1.1693 0.0753 1.6542
H -1.3535 1.8214 2.8281
H 0.3907 3.1579 2.0369
H 0.0902 0.8455 3.1613
O 1.5302 -0.4724 1.2387
C -2.5091 0.4811 1.1649
H 1.3679 1.7858 1.4912
H 0.0625 -2.2726 0.3952
H -0.4080 4.5506 0.3129
C -1.3352 -1.0267 2.6354
C -0.5406 1.5416 -2.1544
H -1.7051 -3.3850 -2.2105
H -3.4150 0.4348 -1.6359
H -3.8329 -1.2971 -1.4032
C 3.3822 -1.1912 2.5274
H -1.2350 2.9805 -3.6299
H -1.9117 -2.5376 -3.7880
H 1.0557 -1.1800 -1.2357
H -1.1079 4.9202 -2.0564
C 3.6983 -0.3829 0.1343
H -1.3381 0.5157 -3.9346
C -3.2537 -0.5867 -2.0163
C -1.3304 -2.5683 -2.8499
H 3.5720 -3.1491 0.6315
H -2.4012 1.3373 0.4835
F 4.9415 -0.9879 0.0638
F 3.8682 0.9202 0.5697
H -0.2693 -2.7651 -3.0727
F 3.5547 0.0942 3.0116
C -0.8960 2.8287 -2.5976
F 3.1769 -0.3358 -1.1418
H -0.3780 -1.1898 3.1515
C 0.3468 2.1954 1.4966
C -0.0722 2.4197 0.0591
H -2.9631 -0.3645 0.6300
H 2.1910 -2.7245 -0.3812
H -3.6049 -0.6410 -3.0619
F 2.5369 -1.8605 3.3973
C 2.7624 -1.1610 1.1018
F 4.6098 -1.8322 2.5325
C 2.5903 -2.6296 0.6424
H -2.0889 -0.7348 3.3806
C -0.7144 0.3230 -3.0434
H 0.2623 -0.0748 -3.3801
C -0.0978 1.3127 -0.8226
H -3.1596 0.7664 2.0170
V 0.0716 -0.7054 -0.1149
```

Its energy is -72866.4287 eV. Its multiplicity is 4. The calculation puts the relative energy (zero: lowest compared OMol25 entry of this formula, charge and spin) at 0.933 eV. Its gap between HOMO and LUMO (alpha / beta) is 0.303 / 0.208 Ha. For the LUMO energy (alpha / beta), the calculation gives 0.00403 / -0.11042 Eh. The molar mass comes out at 456.3 g mol⁻¹. Its expectation value of S² is 3.759. For the highest occupied orbital energy (alpha / beta), the calculation gives -8.1 / -8.7 eV.



[3]
Formula: CH4N3O2
Source: OMol25
Level of theory: ωB97M-V/def2-TZVPD

Geometry as XYZ:
```
10
CH4N3O2 | OMol25 | ωB97M-V/def2-TZVPD
H -0.1032 -1.9091 -0.1655
H -1.6524 -1.5256 0.3382
C -0.2189 -0.0010 -0.0481
N 1.4163 -0.0100 -0.0529
H -0.1209 1.9721 0.0489
O 1.8312 1.1133 0.0768
N -0.7117 1.2071 0.0984
H -1.6232 1.3996 -0.2230
N -0.7740 -1.1802 -0.0456
O 1.9570 -1.0662 -0.0273
```

Its energy is -9656.7742 eV. The total charge is +1. The calculation puts the relative energy (zero: lowest compared OMol25 entry of this formula, charge and spin) at 0.189 eV. Its gap between HOMO and LUMO is 0.401 Ha. Its structure (SMILES) is NC(=[NH2+])[N+](=O)[O-]. For the LUMO energy, the calculation gives -0.21970 Eh. The molar mass comes out at 90.1 g mol⁻¹. For the highest occupied orbital energy, the calculation gives -16.9 eV.



[4]
Formula: CClOS
Source: OMol25
Level of theory: ωB97M-V/def2-TZVPD

Geometry as XYZ:
```
4
CClOS | OMol25 | ωB97M-V/def2-TZVPD
S -1.9372 -0.7941 -1.6840
O -0.0145 1.1444 0.8734
C 0.7387 0.6572 0.1283
Cl 0.9939 -1.2982 0.5484
```

Its energy is -26440.2311 eV. The total charge is -1. The calculation puts the relative energy (zero: lowest compared OMol25 entry of this formula, charge and spin) at 0.000 eV. Its gap between HOMO and LUMO (alpha / beta) is 0.156 / 0.210 Ha. For the LUMO energy (alpha / beta), the calculation gives 0.03861 / 0.06436 Eh. The molar mass comes out at 95.5 g mol⁻¹. For the highest occupied orbital energy (alpha / beta), the calculation gives -3.2 / -4.0 eV.